# 1
The following is a DFT calculation (wB97M-V/def2-TZVPD) of a 5-piece molecular cluster, C2H12O5 overall in a non-equilibrium geometry.

Structure (XYZ):
```
19
Properties=species:S:1:pos:R:3:forces:R:3
C 1.541251 2.423647 -0.295561 -5.765 -0.799 2.617
C 0.936692 1.716330 -1.221179 1.015 -0.675 -3.736
O 1.640983 1.181911 -2.287745 1.150 0.441 -0.590
H 0.848661 2.472044 0.630466 1.354 1.012 -1.415
H 2.525408 2.359764 -0.215001 4.209 -0.127 0.578
H -0.043662 1.771707 -1.656669 -1.197 -0.051 1.518
H 1.813009 0.217903 -2.378749 -0.705 0.307 1.118
H 1.171362 -2.147359 -2.409121 -0.003 -0.226 0.464
H 1.526480 -1.982404 -0.908511 0.127 -1.733 2.337
O 1.444487 -1.528042 -1.705330 -0.164 1.950 -2.925
H -0.612361 2.935391 4.009127 -0.497 -1.111 1.523
H -1.873604 3.417154 4.198634 -2.702 1.885 -0.732
O -1.374316 2.793951 4.651052 3.199 -0.790 -0.792
H -1.824107 -4.776487 0.560614 -0.276 -1.732 -1.068
H -0.921764 -6.001981 0.391511 -1.844 0.419 -0.723
O -1.858625 -5.703436 0.143166 2.136 1.340 1.728
H -1.758374 1.044760 -0.466606 -0.027 1.103 -0.312
H -1.444819 -0.357578 -0.902984 0.099 -0.144 0.287
O -1.736709 0.162727 -0.137120 -0.106 -1.069 0.123
```
Positions in Å, forces in eV/Å.

The charge is -1. Its multiplicity is 2. The expectation value of S² is 0.750. The strongest force on any atom comes out at 6.382 eV Å⁻¹. For the highest occupied orbital energy (spin up / spin down), the calculation gives 0.449 / -6.523 eV.

***

# 2
The following is a DFT calculation (wB97M-V/def2-TZVPD) of one molecule with the formula C3H4N2S in a non-equilibrium geometry.

Structure (XYZ):
```
10
Properties=species:S:1:pos:R:3:forces:R:3
C -1.130360 0.029340 0.693770 -0.163 -0.973 -1.920
C -0.672875 -0.009415 -0.660619 1.827 -0.098 1.448
C 0.444772 0.686523 2.465112 -0.474 -0.213 -1.127
N -0.331719 0.186427 1.667716 3.645 1.780 2.829
N 0.906087 -0.510941 -2.604053 0.024 0.131 -0.542
S 0.970887 -0.033433 -1.121180 -1.504 0.579 1.464
H -2.025621 -0.340261 1.095747 -1.813 -0.408 -0.617
H -1.194994 -0.332530 -1.516146 -1.362 -0.140 -0.557
H 1.352481 0.325836 2.977559 -0.805 -0.391 -0.194
H 1.681343 -0.001547 -2.997907 0.625 -0.267 -0.783
```
Positions in Å, forces in eV/Å.

The strongest force on any atom comes out at 4.945 eV Å⁻¹. For the highest occupied orbital energy (spin up / spin down), the calculation gives -7.393 / -7.623 eV.

***

# 3
The following is a DFT calculation (wB97M-V/def2-TZVPD) of C16H20AgCl2F3N2O2 as an isolated structure in a non-equilibrium geometry.

Structure (XYZ):
```
46
Properties=species:S:1:pos:R:3:forces:R:3
Ag -3.700666 3.530889 -0.291823 -0.387 0.695 -0.221
C -3.814947 0.957736 -2.965386 0.860 2.311 1.421
O -2.539247 1.135807 -3.658265 0.133 -0.670 -0.680
O -4.004124 2.061483 -2.242200 -0.588 -1.286 -0.996
C -4.896109 0.474886 -4.021036 -0.914 0.707 1.631
F -4.773347 -0.869395 -4.147279 -0.015 -0.180 -0.581
F -6.135692 0.680742 -3.517657 0.272 -0.141 -0.008
F -4.915535 1.032422 -5.231967 0.618 -0.124 -0.104
C -2.100800 0.037880 -4.427992 1.612 1.200 -0.326
C -0.579775 0.126107 -4.660279 -0.195 -0.437 0.123
H -0.357230 -0.808587 -5.182680 0.420 0.138 -0.123
H -0.270908 0.971604 -5.272522 -0.200 0.041 -0.032
H 0.021990 0.150841 -3.748194 -0.100 -0.049 0.093
H -2.470810 0.133529 -5.453022 -0.738 -0.669 0.178
H -2.268727 -0.927341 -3.942605 -0.571 -0.043 -0.164
H -3.643116 0.090350 -2.304059 -0.249 -0.815 -0.078
C -0.976712 1.318252 -1.315474 0.030 -0.435 -0.758
N -0.114739 0.711745 -0.294326 -0.187 0.793 0.159
C -0.603547 -0.341572 0.378742 0.558 -0.888 -0.147
C 0.147684 -0.952903 1.355573 1.566 0.166 -0.265
C 1.424639 -0.409903 1.656717 -0.842 0.347 0.789
C 1.808798 0.779123 1.054864 0.130 -0.241 -0.883
C 1.032563 1.307453 0.028506 0.010 -0.056 1.089
C 2.242805 -0.975141 2.764964 0.219 -0.003 -0.047
C 3.007553 -0.148906 3.595269 -0.125 -0.276 0.010
C 3.853176 -0.715875 4.537296 -0.700 0.773 -0.911
N 3.935328 -2.045309 4.658503 0.958 -0.316 0.284
C 3.186891 -2.872407 3.920116 -1.098 0.292 -0.522
C 2.318914 -2.348476 2.988235 0.248 0.007 -0.700
C 5.030189 -2.601617 5.502912 -0.762 0.361 0.255
H -1.849022 1.684258 -0.802106 -0.570 0.491 -0.105
H -1.257177 0.542951 -2.026963 -0.154 0.069 0.163
H -0.460156 2.102770 -1.859454 -0.106 0.204 0.292
H -1.530884 -0.751792 0.003976 -0.162 0.191 0.125
H -0.091364 -1.908867 1.796213 -0.662 0.185 0.069
H 2.766494 1.249178 1.228099 -0.047 0.027 0.239
H 1.261144 2.265069 -0.419159 -0.102 -0.089 -0.389
H 2.921338 0.916604 3.438804 0.289 0.083 0.414
H 4.500467 -0.109517 5.152353 0.034 -0.097 0.090
H 3.214937 -3.942115 4.065333 0.522 0.030 0.198
H 1.832735 -2.988010 2.263576 -0.164 -0.330 0.408
H 5.368696 -3.514592 5.025701 0.185 -0.003 0.248
H 4.624586 -2.752011 6.502255 0.124 -0.346 -0.027
H 5.804811 -1.844607 5.573805 0.175 -0.205 -0.167
Cl -5.642265 4.722797 1.059957 0.697 -0.572 -0.306
Cl -1.308836 4.844469 -0.767322 -0.022 -0.843 0.263
```
Positions in Å, forces in eV/Å.

The strongest force on any atom comes out at 2.846 eV Å⁻¹. For the highest occupied orbital energy, the calculation gives -6.037 eV.